(1)
The following is a DFT calculation (the ωB97M-V functional and the def2-TZVPD basis) of 4 unconnected molecules or ions with the total composition C11H20BBrN3O2.

HOMO level	-3.43	eV
charge	-1
strongest force on any atom	0.56	eV/A
orbital gap	0.2156	hartree

Geometry (Å):
Br (1.428, -2.206, 0.762)
C (1.120, -0.469, -0.063)
C (0.676, 0.632, 0.909)
C (-0.405, 1.603, 0.394)
C (-1.836, 1.148, 0.033)
C (-1.952, 0.195, -1.168)
O (-2.019, -1.095, -0.654)
B (-2.409, -1.007, 0.810)
O (-2.513, 0.482, 1.051)
H (2.098, -0.263, -0.500)
H (0.405, -0.632, -0.862)
H (1.555, 1.262, 1.102)
H (0.382, 0.197, 1.869)
H (-0.524, 2.360, 1.183)
H (-0.005, 2.136, -0.484)
H (-2.365, 2.085, -0.203)
H (-1.113, 0.298, -1.881)
H (-2.869, 0.446, -1.741)
H (-1.541, -1.534, 1.519)
H (-3.513, -1.534, 1.020)
C (2.089, -4.404, 3.826)
C (1.537, -3.221, 4.473)
N (1.103, -2.287, 4.977)
H (1.842, -4.382, 2.765)
H (3.172, -4.416, 3.937)
H (1.670, -5.304, 4.274)
C (4.918, 2.681, 0.355)
C (3.737, 2.586, -0.494)
N (2.783, 2.514, -1.126)
H (5.821, 2.629, -0.251)
H (4.906, 3.623, 0.899)
H (4.920, 1.859, 1.069)
C (-3.987, 0.234, -4.743)
C (-3.604, 1.588, -4.363)
N (-3.282, 2.634, -4.015)
H (-4.276, -0.318, -3.849)
H (-4.818, 0.258, -5.445)
H (-3.139, -0.272, -5.203)

(2)
The following is a DFT calculation (the ωB97M-V functional and the def2-TZVPD basis) of a molecular structure, C11H20CeCl3N5O6.

HOMO level	-16.05	eV
charge	+2
strongest force on any atom	4.99	eV/A
orbital gap	0.2818	hartree

Geometry (Å):
Ce (0.160, 0.696, -0.107)
N (-0.575, 0.623, 2.290)
C (-1.321, -0.653, 2.335)
C (-1.666, -1.145, 3.756)
C (-0.487, -1.324, 4.732)
C (-0.148, -2.793, 5.017)
N (0.393, -3.454, 3.850)
C (1.618, -3.265, 3.373)
N (2.607, -2.830, 4.160)
N (1.865, -3.602, 2.110)
C (-0.594, -1.734, 1.463)
O (-0.884, -2.916, 1.630)
O (0.282, -1.322, 0.641)
H (0.245, 0.587, 2.909)
H (-1.180, 1.389, 2.600)
H (-2.275, -0.482, 1.813)
H (-2.206, -2.088, 3.644)
H (-2.366, -0.429, 4.190)
H (-0.747, -0.872, 5.690)
H (0.413, -0.824, 4.363)
H (-1.051, -3.331, 5.309)
H (0.550, -2.852, 5.854)
H (-0.308, -3.644, 3.124)
H (2.475, -2.770, 5.155)
H (3.541, -2.731, 3.802)
H (1.077, -3.665, 1.473)
H (2.775, -3.422, 1.717)
N (-0.253, 0.063, -2.609)
C (-0.719, 1.317, -3.252)
C (-2.002, 1.831, -2.564)
C (-1.701, 1.725, -1.074)
O (-0.924, 2.550, -0.533)
O (-2.016, 0.659, -0.478)
H (0.580, -0.265, -3.109)
H (-0.984, -0.650, -2.726)
H (-0.930, 1.164, -4.319)
H (0.081, 2.066, -3.137)
H (-2.856, 1.195, -2.803)
H (-2.202, 2.861, -2.855)
Cl (3.729, -1.113, 1.315)
C (3.977, 0.121, 0.073)
Cl (5.185, 1.290, 0.620)
Cl (4.486, -0.637, -1.430)
C (2.602, 0.803, -0.083)
O (2.088, 0.834, -1.211)
O (2.056, 1.216, 0.955)

(3)
The following is a DFT calculation (the ωB97M-V functional and the def2-TZVPD basis) of 2 unconnected molecules or ions with the total composition C11H20Cl.

HOMO level (alpha / beta)	-7.61 / -10.21	eV
spin multiplicity	2
charge	0
strongest force on any atom	2.37	eV/A
orbital gap (alpha / beta)	0.2991 / 0.3931	hartree

Geometry (Å):
Cl (-1.520, 2.097, 5.677)
H (-1.124, 1.247, 4.796)
C (-1.894, -0.557, 0.746)
C (-2.175, 0.789, 0.134)
C (-1.461, 1.103, -1.162)
C (-0.021, 0.614, -1.014)
C (0.753, 1.369, 0.061)
C (2.229, 0.979, 0.025)
C (2.442, -0.499, 0.249)
C (1.584, -1.326, -0.707)
C (0.102, -0.902, -0.729)
C (-0.555, -1.164, 0.660)
C (-0.592, -1.708, -1.853)
H (-2.296, -0.671, 1.781)
H (-3.282, 0.848, 0.083)
H (-1.893, 1.503, 0.941)
H (-1.955, 0.718, -2.052)
H (-1.468, 2.183, -1.375)
H (0.490, 0.823, -1.965)
H (0.672, 2.439, -0.154)
H (0.382, 1.217, 1.086)
H (2.621, 1.319, -0.929)
H (2.787, 1.589, 0.747)
H (3.510, -0.742, 0.142)
H (2.109, -0.704, 1.273)
H (2.037, -1.235, -1.714)
H (1.721, -2.392, -0.472)
H (0.087, -1.031, 1.583)
H (-0.951, -2.146, 0.644)
H (-0.491, -2.804, -1.758)
H (-1.659, -1.482, -1.897)
H (-0.188, -1.473, -2.847)

(4)
The following is a DFT calculation (the ωB97M-V functional and the def2-TZVPD basis) of 2 unconnected molecules or ions with the total composition C11H20Cl2N2O3P.

HOMO level	-12.59	eV
charge	+1
strongest force on any atom	5.98	eV/A
orbital gap	0.2565	hartree

Geometry (Å):
C (-0.781, 2.056, 1.561)
C (0.447, 1.863, 0.442)
O (0.468, 0.541, -0.185)
P (-0.048, 0.541, -1.838)
O (0.367, 1.803, -2.692)
C (0.867, -0.963, -2.677)
C (0.433, -2.337, -1.829)
C (1.820, -2.862, -1.112)
C (1.900, -3.084, 0.545)
C (3.414, -3.567, 1.070)
N (4.595, -3.793, 0.194)
N (4.427, -3.630, -1.148)
C (3.224, -3.203, -1.956)
O (-1.743, 0.255, -2.104)
C (-2.572, 0.641, -0.954)
C (-4.161, 0.154, -1.113)
H (-0.433, 2.761, 2.428)
H (-1.788, 2.426, 1.041)
H (-0.943, 0.962, 2.009)
H (1.445, 1.941, 1.094)
H (0.473, 2.777, -0.284)
H (0.611, -1.031, -3.817)
H (2.020, -0.721, -2.545)
H (-0.271, -1.946, -0.948)
H (-0.086, -3.129, -2.517)
H (0.992, -2.916, 1.263)
H (3.539, -3.706, 2.247)
H (5.291, -3.830, -1.742)
H (3.277, -3.111, -3.137)
H (-2.568, 1.812, -0.899)
H (-2.164, 0.105, 0.003)
H (-4.635, 0.748, -2.007)
H (-4.675, 0.408, -0.068)
H (-4.194, -1.012, -1.302)
C (-1.705, 4.749, 4.645)
Cl (-0.565, 3.483, 5.115)
Cl (-2.912, 4.130, 3.512)
H (-2.213, 5.120, 5.538)
H (-1.155, 5.564, 4.168)

(5)
The following is a DFT calculation (the ωB97M-V functional and the def2-TZVPD basis) of a molecular structure, C11H20Cl2O5PbS.

HOMO level (alpha / beta)	0.12 / 0.95	eV
charge	-2
strongest force on any atom	2.05	eV/A
orbital gap (alpha / beta)	0.1674 / 0.1209	hartree

Geometry (Å):
C (-0.623, 0.954, -2.118)
C (-1.473, -0.172, -1.916)
C (-0.655, -1.307, -1.657)
C (-2.944, -0.137, -1.856)
C (0.705, -0.904, -1.769)
C (0.728, 0.498, -2.048)
C (1.940, 1.329, -2.150)
C (-1.072, 2.353, -2.258)
C (-1.152, -2.627, -1.235)
C (1.889, -1.747, -1.550)
Pb (0.847, 1.426, 1.709)
Cl (-1.510, 0.703, 1.145)
Cl (-0.044, 3.624, 2.663)
O (1.757, -0.302, 0.870)
H (-3.307, 0.846, -1.539)
H (-3.328, -0.897, -1.167)
H (-3.383, -0.344, -2.840)
H (-1.819, -2.520, -0.367)
H (-0.321, -3.281, -0.958)
H (-1.726, -3.119, -2.032)
H (1.596, -2.727, -1.160)
H (2.531, -1.255, -0.802)
H (2.449, -1.910, -2.482)
H (2.723, 0.958, -1.479)
H (1.737, 2.368, -1.873)
H (2.335, 1.320, -3.177)
H (-1.887, 2.568, -1.552)
H (-1.439, 2.554, -3.274)
H (-0.248, 3.045, -2.050)
H (1.528, -1.021, 1.504)
O (2.168, 2.612, 0.621)
H (2.057, 3.536, 0.920)
C (-0.888, -0.950, 4.707)
S (0.837, -0.722, 4.289)
O (1.621, -0.870, 5.493)
O (1.129, -1.634, 3.180)
O (0.895, 0.746, 3.811)
H (-0.993, -1.910, 5.222)
H (-1.491, -0.943, 3.789)
H (-1.169, -0.141, 5.390)

(6)
The following is a DFT calculation (the ωB97M-V functional and the def2-TZVPD basis) of a molecular structure, C11H20F3N3OS2Ta.

HOMO level	-5.35	eV
charge	-1
strongest force on any atom	2.33	eV/A
orbital gap	0.2849	hartree

Geometry (Å):
C (-2.482, -2.270, 0.719)
C (-1.533, -1.648, -0.353)
O (-0.646, -2.355, -0.742)
N (-1.869, -0.364, -0.810)
C (-2.711, -0.321, -2.007)
Ta (-0.576, 1.277, -0.439)
S (-2.568, 2.913, -0.423)
C (-0.851, 0.939, 1.832)
C (0.491, 0.842, 2.631)
C (0.793, -0.545, 3.326)
N (0.023, -1.698, 2.854)
C (1.372, 0.042, -0.468)
C (2.677, 0.944, -0.576)
C (3.285, 0.995, -1.973)
F (3.249, 2.184, -2.652)
C (3.841, -0.046, -2.613)
F (5.055, 0.038, -3.187)
F (3.270, -1.225, -2.781)
N (-0.340, 1.767, -2.603)
C (0.156, 0.870, -3.219)
S (0.245, -0.509, -4.071)
H (-2.796, -1.546, 1.489)
H (-3.411, -2.543, 0.168)
H (-2.073, -3.193, 1.155)
H (-2.920, 0.718, -2.317)
H (-3.711, -0.750, -1.744)
H (-2.342, -0.905, -2.868)
H (0.467, 2.738, 0.026)
H (-3.482, 2.335, 0.398)
H (-1.349, 1.874, 2.170)
H (-1.573, 0.129, 2.028)
H (0.441, 1.595, 3.450)
H (1.381, 1.135, 2.040)
H (0.591, -0.448, 4.409)
H (1.859, -0.799, 3.153)
H (0.161, -1.886, 1.867)
H (-0.959, -1.631, 3.091)
H (1.505, -0.522, 0.483)
H (1.384, -0.733, -1.258)
H (3.473, 0.610, 0.120)
H (2.472, 1.996, -0.300)

Number 1: E -91016.4565 eV. Number 2: E -81953.1893 eV. Number 3: E -24252.4201 eV. Number 4: E -55172.4061 eV. Number 5: E -63097.6482 eV. Number 6: E -49621.3697 eV.